Formula: C46H110N4O16
Source: OMol25
Level of theory: ωB97M-V with the def2-TZVPD basis set

Geometry as XYZ:
```
176
Properties=species:S:1:pos:R:3:forces:R:3
O 13.8595 4.2175 33.2520 -0.693 -0.063 -0.281
H 13.4125 4.3393 32.3807 0.613 0.225 1.020
H 13.1866 4.3999 33.9440 0.382 0.027 -0.657
O 10.0990 0.1158 32.9558 0.113 0.010 0.464
H 10.5659 0.3978 33.7652 -0.133 -0.038 -0.315
H 9.6581 -0.7093 33.1923 0.096 0.158 -0.036
C 14.1556 10.4726 31.6270 0.357 1.074 0.535
C 13.6784 9.1214 31.1127 0.653 0.489 0.411
C 14.3771 7.9931 31.8541 0.199 -1.370 -1.786
C 14.0335 7.9055 33.2805 -0.782 0.121 1.313
C 12.5362 7.5937 33.3612 -0.381 0.490 0.591
C 11.6171 8.5225 32.5151 0.584 0.767 0.638
N 12.2717 8.8901 31.2641 -1.017 -1.320 -0.838
O 11.4343 9.6491 30.4060 0.489 0.614 0.541
C 10.3279 7.7566 32.2178 -0.066 -0.077 -0.094
C 11.3123 9.7901 33.3487 -0.959 -0.376 0.230
C 14.0468 9.0314 29.6555 -0.326 0.421 -0.951
H 13.8277 11.3347 31.0276 0.138 -0.323 -0.236
H 15.2501 10.4761 31.6745 -0.087 0.130 -0.254
H 13.8355 10.7386 32.6358 -0.089 -0.404 0.026
H 13.9652 7.0851 31.3820 0.067 0.292 0.457
H 15.4240 7.8620 31.5626 0.189 0.796 0.404
H 14.1906 8.8380 33.8381 0.242 0.044 -0.231
H 14.6026 7.1457 33.8170 -0.035 -0.152 -0.152
H 12.2137 7.7576 34.3989 -0.053 -0.192 -0.102
H 12.2911 6.5535 33.1664 0.360 -0.071 -0.365
H 10.0074 7.2151 33.1134 0.011 0.082 0.005
H 9.4990 8.3834 31.8809 0.165 0.103 0.023
H 10.5292 7.0260 31.4305 0.007 -0.012 0.053
H 10.7159 9.5106 34.2300 -0.011 0.026 -0.219
H 12.1806 10.3015 33.7471 0.273 0.014 -0.188
H 10.6966 10.4773 32.7572 0.173 0.061 0.129
H 13.8362 8.0407 29.2512 0.097 -0.053 -0.011
H 15.0844 9.3069 29.4684 0.115 -0.222 0.200
H 13.4444 9.7435 29.0812 0.055 -0.178 0.024
H 11.5893 10.5943 30.6203 -0.197 -0.473 -0.009
C 8.2277 2.5859 26.9132 0.244 -0.138 2.045
C 8.1797 4.1097 26.7584 -1.125 -0.035 -0.906
C 6.8234 4.4965 26.1318 -0.722 -0.595 -0.210
C 5.6669 4.5133 27.1279 1.288 0.305 0.432
C 6.0524 5.3950 28.2951 -0.594 -0.137 1.162
C 7.3906 5.0738 28.9828 -0.556 -0.642 -0.078
N 8.3763 4.8778 27.9548 1.525 0.959 -0.069
O 9.7200 4.6978 28.4682 -1.275 -0.471 0.409
C 7.7507 6.2780 29.8155 0.527 0.938 0.246
C 7.2204 3.8371 29.8923 0.531 -0.251 -0.127
C 9.2083 4.5460 25.7603 1.251 0.446 -0.941
H 8.4843 2.0628 26.0039 0.013 -0.105 -0.148
H 7.3264 2.1670 27.3773 -0.192 0.138 -0.579
H 8.9584 2.3629 27.7140 0.240 -0.159 -0.681
H 6.8644 5.4462 25.5942 0.213 0.072 0.212
H 6.6176 3.7200 25.3815 0.059 0.237 -0.073
H 5.5452 3.5070 27.5359 -0.576 -0.033 -0.333
H 4.7745 4.9514 26.6958 -0.337 -0.530 -0.209
H 5.3305 5.2289 29.1132 -0.075 0.257 -0.294
H 5.9841 6.4607 28.0689 0.263 -0.032 -0.300
H 8.2942 6.0165 30.7157 0.177 -0.065 0.192
H 8.3806 6.9628 29.2383 -0.038 -0.168 0.029
H 6.8766 6.8635 30.1111 -0.106 -0.283 0.095
H 8.1779 3.5063 30.3249 -0.112 0.310 0.041
H 6.5682 4.0816 30.7296 -0.132 -0.191 -0.044
H 6.8758 2.9619 29.3342 -0.381 0.200 0.157
H 9.2157 3.8858 24.8881 0.056 -0.041 0.120
H 10.2120 4.5966 26.1872 -0.063 -0.359 -0.040
H 9.0303 5.5525 25.3688 -0.235 -0.041 0.257
H 9.6711 3.8901 29.0238 0.146 0.404 -0.320
C 15.3912 -3.2366 39.3848 -0.110 -0.719 0.436
C 14.5734 -2.4716 38.3807 -0.530 -0.473 -1.233
C 13.7072 -1.4706 39.0899 -0.659 0.377 0.733
C 13.1547 -0.3382 38.2356 1.244 0.096 -0.484
C 14.3405 0.3317 37.5318 -0.803 0.922 -0.028
C 15.2184 -0.5889 36.7119 -1.015 -0.509 0.324
N 15.4678 -1.8099 37.4518 1.240 0.576 0.819
O 16.3158 -2.6907 36.7614 -0.488 -0.227 -0.315
C 14.5080 -0.8641 35.3849 0.106 -0.236 -0.423
C 16.4982 0.1286 36.4795 1.179 0.284 -1.308
C 13.6438 -3.4410 37.6139 -0.017 -0.061 0.070
H 16.0962 -3.8841 38.8688 0.189 0.079 0.111
H 14.7325 -3.8870 39.9719 0.041 0.093 0.004
H 15.8931 -2.5697 40.0824 0.247 0.049 -0.140
H 12.9088 -2.0626 39.5575 -0.016 0.238 0.049
H 14.2682 -1.0114 39.9141 0.039 -0.029 -0.107
H 12.7258 0.4212 38.8846 -0.607 -0.153 -0.150
H 12.4897 -0.6452 37.4223 -0.411 -0.172 0.499
H 14.9074 0.9655 38.2262 0.182 -0.471 0.138
H 13.9563 1.0481 36.7936 -0.039 0.066 0.244
H 13.6376 -1.5094 35.5126 -0.098 0.110 0.066
H 14.1896 0.0753 34.9318 0.008 -0.085 -0.156
H 15.1746 -1.3751 34.6829 -0.013 0.115 0.003
H 17.1837 -0.5127 35.9180 0.086 0.009 0.237
H 16.3357 0.9879 35.8158 -0.082 0.063 0.285
H 16.9773 0.4541 37.3967 0.004 -0.031 0.149
H 14.2222 -3.9959 36.8748 -0.164 -0.172 -0.010
H 12.8461 -2.8971 37.1067 0.036 0.002 -0.112
H 13.1691 -4.1630 38.2818 0.070 0.002 0.006
H 15.7715 -3.1203 36.0696 0.302 0.189 0.236
C 6.8806 -3.0989 40.0094 0.326 -0.139 0.059
C 7.8388 -1.9121 40.0015 -0.219 -0.098 0.539
C 9.2564 -2.4039 39.8423 1.527 -0.107 -0.836
C 9.5998 -2.7889 38.4000 -0.851 -0.386 0.473
C 9.2651 -1.6713 37.4372 0.964 -0.324 -0.012
C 7.8550 -1.1300 37.5960 0.167 0.117 -1.865
N 7.5145 -0.9104 38.9844 0.950 0.378 0.298
O 6.1623 -0.5160 39.1090 0.106 0.303 0.296
C 7.8371 0.2286 36.8767 -1.380 0.601 0.063
C 6.9201 -2.0653 36.7964 -0.416 -0.113 0.388
C 7.7954 -1.2282 41.3609 -0.058 -0.038 0.691
H 7.2328 -3.8468 40.7232 -0.142 0.151 0.220
H 6.8915 -3.6055 39.0495 -0.398 0.060 -0.119
H 5.8995 -2.7386 40.2976 -0.267 -0.277 -0.228
H 9.9958 -1.6662 40.1919 -0.294 0.062 0.021
H 9.3880 -3.3003 40.4514 -0.043 0.164 0.240
H 8.9500 -3.6565 38.2025 0.297 0.082 -0.373
H 10.6282 -3.1267 38.2743 0.049 0.048 0.158
H 9.3945 -2.0806 36.4298 -0.292 0.217 -0.101
H 10.0098 -0.8649 37.4797 -0.115 -0.010 0.408
H 6.8398 0.6840 37.0104 0.286 -0.136 -0.072
H 8.5417 0.9790 37.2429 0.274 -0.319 0.123
H 7.9594 0.1385 35.7983 0.259 -0.191 -0.003
H 7.1289 -1.9757 35.7310 -0.061 0.184 -0.003
H 7.0575 -3.1226 37.0304 0.028 0.076 0.164
H 5.8760 -1.8076 36.9891 0.057 -0.041 -0.124
H 8.2895 -0.2551 41.3279 -0.046 -0.005 -0.069
H 8.3469 -1.8406 42.0828 -0.094 0.026 -0.046
H 6.7893 -1.1086 41.7681 -0.029 0.101 -0.204
H 6.2701 0.3252 39.5879 -0.492 -0.138 -0.190
C 13.3781 3.8794 37.4554 -0.805 -0.321 1.125
C 13.0906 5.2484 37.9824 -0.273 0.943 1.528
O 11.7519 5.7252 37.7056 0.470 -1.051 -0.056
O 12.5740 2.9186 38.2365 0.285 0.525 -1.012
H 14.4327 3.6391 37.5914 0.035 -0.022 -0.452
H 13.0229 3.8597 36.4305 0.372 -0.617 -0.187
H 13.8201 6.0019 37.6755 -0.313 -0.060 -0.549
H 13.2182 5.2243 39.0869 -0.063 -0.071 -0.328
H 11.1341 5.0589 38.0764 0.255 0.567 -0.114
H 13.0002 2.8153 39.0940 0.032 0.022 -0.050
C 13.0102 4.0160 28.4029 -0.516 0.608 -0.507
C 12.7473 4.1436 29.8619 -0.878 1.287 1.583
O 13.5512 5.1979 30.5050 -0.691 -1.169 -0.901
O 14.0117 3.0904 28.2040 1.526 -0.853 -0.556
H 13.3142 5.0022 28.0322 0.260 -0.138 -0.064
H 12.1638 3.7422 27.7692 -0.552 0.027 0.460
H 12.9820 3.2134 30.3965 0.142 0.185 -0.097
H 11.6849 4.3498 30.0895 0.293 0.065 -0.234
H 13.3743 6.0157 30.0142 -0.072 -0.265 0.196
H 13.8928 2.4059 28.8679 0.208 -0.122 -0.167
C 8.1966 7.6202 36.2892 -0.667 0.391 0.977
C 8.5499 6.3090 35.6661 0.955 0.332 0.206
O 7.9002 5.2462 36.3221 -0.329 -0.140 0.554
O 6.8157 7.8926 36.1552 -0.338 0.457 -0.252
H 8.7332 8.4749 35.8835 0.080 -0.098 -0.290
H 8.4109 7.6081 37.3748 0.376 -0.154 -0.189
H 9.6481 6.2085 35.7170 -0.197 -0.089 -0.179
H 8.2319 6.3280 34.6273 -0.051 -0.217 -0.131
H 8.0746 5.3102 37.2866 0.121 -0.364 -0.900
H 6.3223 7.1840 36.5768 0.039 -0.171 -0.073
C 10.3357 2.9102 35.2229 -0.020 -0.907 -0.153
C 10.7170 3.9890 34.2898 -0.187 1.258 -0.788
O 11.6186 4.9260 34.8437 0.336 -0.087 0.818
O 11.2828 1.8574 35.2434 0.672 -0.660 0.253
H 9.4249 2.4714 34.8251 -0.409 0.000 0.322
H 10.1822 3.3172 36.2260 -0.319 -0.002 0.008
H 9.7971 4.5081 34.0088 -0.129 0.106 -0.045
H 11.1936 3.6757 33.3609 -0.196 -0.612 0.055
H 11.4867 4.9257 35.8087 0.066 0.576 -0.281
H 11.7552 1.7935 36.0843 -0.199 0.186 -0.092
C 8.5938 2.6535 40.3404 0.782 0.236 1.320
C 9.6164 3.3723 39.4529 -1.064 0.321 1.409
O 9.0582 4.5240 38.8021 0.284 -0.311 -0.451
O 7.5570 1.9767 39.6949 0.560 -0.561 -0.547
H 8.1701 3.3500 41.0768 -0.249 0.180 -0.439
H 9.1751 1.9877 41.0178 -0.101 -0.089 -0.494
H 10.0209 2.6436 38.7576 0.135 0.443 -0.502
H 10.3913 3.7482 40.1372 0.215 -0.420 -0.231
H 8.7367 5.1348 39.4757 0.114 -0.178 0.119
H 7.9902 1.1960 39.2745 -0.577 0.239 0.156
```
Forces are in eV/Å.

## Properties
* SMILES: CC1(C)CCCC(C)(C)N1O.CC1(C)CCCC(C)(C)N1O.CC1(C)CCCC(C)(C)N1O.CC1(C)CCCC(C)(C)N1O.OCCO.OCCO.OCCO.OCCO.OCCO.O.O
* calculated total energy: -3241.25618 a.u.
* Kohn-Sham gap: 7.81 eV
* LUMO level: -0.071 eV
* energy above the lowest of the compared OMol25 structures with the same formula, charge and spin: 0.0 kJ/mol
* HOMO: -7.88 eV